10 unconnected molecules or ions with the total composition C39H64N10O13, computed with ωB97M-V/def2-TZVPD.

Structure (XYZ):
```
126
Properties=species:S:1:pos:R:3:forces:R:3
O -24.7412 -48.5921 11.8902 -1.456 -1.714 2.942
N -25.0725 -49.1460 12.9787 2.570 0.036 -0.532
O -24.4697 -50.1546 13.4667 -1.819 2.458 -1.391
C -26.0741 -48.4836 13.8563 -3.704 2.186 1.142
C -26.1504 -48.8132 15.2791 -3.177 3.133 -1.272
C -27.2644 -48.1441 16.1661 1.750 1.239 -6.008
C -28.1995 -47.0929 15.5227 3.706 -4.048 -1.663
C -28.1300 -46.8525 14.1166 1.215 -0.670 -2.455
C -27.0860 -47.4961 13.2783 0.709 -0.673 0.255
H -25.3714 -49.4850 15.5999 -0.227 -0.143 0.706
H -27.1101 -48.3869 17.1776 -0.652 0.074 1.220
H -29.0682 -46.6917 15.9094 -1.268 0.728 1.910
H -28.9383 -46.1600 13.4549 2.350 -2.007 2.394
H -27.0422 -47.2509 12.1183 -0.012 -0.632 2.700
O -36.1703 -43.5881 8.5506 4.568 -0.843 0.794
N -34.9291 -43.9757 8.7817 -5.478 -0.605 1.374
O -34.1083 -44.1832 7.9541 0.913 0.478 -1.112
C -34.6460 -44.4451 10.1655 -0.698 -2.348 5.086
C -35.7434 -44.3675 11.3194 4.675 -1.737 1.390
C -35.4203 -44.8401 12.7403 4.884 -0.754 -5.956
C -34.0194 -45.5003 12.9156 0.047 0.828 -1.049
C -32.9814 -45.6054 11.8356 -5.606 1.004 -1.141
C -33.4211 -45.2526 10.4105 -3.372 2.961 4.568
H -36.7280 -44.0637 11.0849 -0.664 0.694 -0.265
H -36.0204 -44.7021 13.5923 -0.982 -0.013 0.571
H -33.7110 -45.9620 13.9655 -0.826 1.275 -2.309
H -32.0478 -46.0782 12.0541 0.347 -0.308 -0.245
H -32.9568 -45.3412 9.5057 2.288 -0.819 -1.748
O -30.4716 -48.0131 6.4044 2.251 -1.551 -0.427
N -31.6179 -48.1231 6.7024 -3.085 5.625 1.520
O -32.0820 -47.4799 7.7087 0.650 -2.412 -1.201
C -32.6019 -48.3774 5.6844 -2.216 -3.646 -5.350
C -34.0287 -47.9007 5.7484 0.374 -3.491 -3.180
C -35.0496 -48.4468 4.7401 5.216 -1.612 -1.546
C -34.5923 -49.3918 3.4789 4.375 1.899 4.587
C -33.1484 -49.7976 3.3728 -1.924 4.484 5.272
C -32.1369 -49.2678 4.4583 -5.256 0.570 0.167
H -34.3060 -47.2388 6.5594 -0.164 -0.166 -0.112
H -36.0985 -48.2429 4.8001 -0.213 0.403 0.194
H -35.1813 -49.8085 2.6979 -1.174 0.131 -0.080
H -32.8155 -50.4187 2.5839 0.438 -0.475 -0.533
H -31.1866 -49.7227 4.2706 0.809 0.283 0.753
C -25.6423 -48.6419 3.4645 -3.420 -0.902 -0.140
N -26.2822 -49.0580 4.7863 -2.579 7.734 -7.808
C -27.5198 -48.3070 5.1098 -2.793 -2.523 2.213
C -25.7658 -49.9524 5.4355 -0.558 -4.428 7.036
O -26.2924 -50.3116 6.5066 0.677 -0.830 0.133
H -24.6246 -48.7136 3.4300 2.824 0.415 0.719
H -26.0459 -47.7160 3.0686 0.284 0.505 0.740
H -25.9038 -49.3042 2.6368 -0.565 -0.611 0.283
H -27.3176 -47.2623 5.4182 0.009 -0.646 -0.333
H -28.0596 -48.9168 6.1001 1.837 1.945 -3.003
H -28.3670 -48.3632 4.2920 2.113 0.125 1.275
H -24.8753 -50.3874 5.1450 2.108 -0.878 -1.170
C -32.6873 -49.3653 13.1053 2.664 1.933 2.467
N -33.2970 -49.1311 14.4519 -0.191 0.143 -1.966
C -34.7851 -49.5284 14.5884 1.688 1.224 -1.856
C -32.4979 -48.6100 15.4112 -3.143 -0.867 3.717
O -32.9597 -48.5763 16.5919 1.721 0.659 -2.280
H -32.6049 -48.5121 12.4873 -1.189 1.199 -0.924
H -33.0674 -50.1738 12.6059 -1.084 -1.996 -1.072
H -31.5686 -49.4568 13.1953 -0.914 -0.792 0.459
H -35.5354 -48.8593 14.0991 1.166 0.267 -0.009
H -35.1565 -49.5826 15.5756 0.393 -0.674 1.192
H -34.8011 -50.4081 13.9599 -0.447 -0.693 0.561
H -31.4630 -48.2661 15.1973 -0.551 -0.378 -0.444
C -33.2110 -53.8620 12.7045 -7.824 3.090 3.244
N -33.8555 -53.1042 11.6606 0.675 0.772 -0.830
C -35.2913 -52.7934 11.6206 -0.505 0.988 1.938
C -33.0972 -52.3184 10.8633 2.346 -0.458 -0.971
O -33.4620 -51.5700 9.9716 -0.871 0.129 0.335
H -32.3676 -54.2801 12.5869 6.487 -2.240 -1.668
H -33.8985 -54.6500 12.9318 -0.491 -0.930 -0.029
H -33.2707 -53.3086 13.6800 0.674 -0.073 -0.740
H -35.9354 -53.4782 12.3621 1.663 1.607 -1.715
H -35.5894 -52.9258 10.5740 -0.372 0.193 0.439
H -35.3653 -51.6195 11.9157 -0.405 -2.787 -0.684
H -31.9579 -52.4428 10.9474 -1.318 -0.287 0.653
C -30.4212 -51.1641 7.9753 1.865 2.658 -3.750
N -30.6328 -51.7068 6.5887 -0.486 -0.357 1.632
C -31.9611 -52.2432 6.4527 2.461 0.631 -3.139
C -29.6595 -51.9199 5.6876 -2.157 -1.527 -3.562
O -29.8510 -52.2690 4.4675 0.236 1.097 3.473
H -29.7907 -51.8235 8.4974 1.905 -0.093 0.597
H -31.2441 -51.1684 8.5927 -2.718 -0.018 0.576
H -30.1737 -50.0167 7.7592 0.340 -2.591 1.345
H -32.1125 -52.6054 5.4774 0.179 -0.731 -1.423
H -32.5905 -51.4723 6.4943 -2.971 3.017 0.753
H -32.1918 -52.9751 7.0943 -0.591 -2.621 2.821
H -28.6865 -51.8891 6.0639 1.900 0.692 0.720
C -27.4021 -48.6467 9.1680 -2.620 -3.854 -2.180
N -28.5576 -48.7701 10.0938 -1.117 1.398 -0.204
C -28.7917 -50.0771 10.6995 -3.556 1.834 3.985
C -29.5569 -47.8227 10.0264 -2.695 -3.183 5.830
O -30.5060 -47.7814 10.9208 3.179 -0.268 -2.792
H -26.5781 -49.4920 9.3500 -2.148 1.934 -0.725
H -26.9928 -47.7140 9.1911 1.350 2.482 0.582
H -28.0264 -48.6753 8.1443 2.472 -0.534 1.460
H -28.7274 -49.9848 11.8319 1.020 -0.221 -1.102
H -28.0935 -50.6543 10.2425 1.753 -2.404 -0.743
H -29.8725 -50.5369 10.7927 1.660 1.191 -1.543
H -29.6904 -47.1951 9.2268 0.653 1.752 -2.235
C -26.7734 -52.3695 13.5618 -1.324 -3.452 1.466
N -28.2007 -52.1359 13.6376 -1.407 1.908 1.371
C -28.8172 -51.1158 14.4990 3.902 1.363 -2.775
C -29.0794 -52.9574 13.1005 -0.186 -1.822 -2.371
O -30.2982 -52.9070 12.9343 0.601 0.712 0.938
H -26.5313 -53.4678 13.8467 -0.481 1.555 -0.575
H -26.2840 -51.8185 14.3028 0.843 1.273 0.616
H -26.4950 -52.2268 12.5759 1.258 0.630 -1.711
H -29.7817 -51.2948 14.5301 -4.945 -0.244 -0.590
H -28.5109 -50.0666 14.4629 -0.204 -0.012 -1.360
H -28.5533 -51.2872 15.4282 1.735 -1.399 4.965
H -28.5422 -53.7865 12.6250 0.137 -0.475 -0.068
C -29.1334 -44.1197 8.3628 -2.181 1.251 0.818
N -28.3585 -44.6766 9.5133 0.554 1.336 -1.280
C -28.8673 -44.6220 10.8943 2.004 3.167 0.234
C -27.0169 -44.8339 9.3109 1.008 -2.470 6.612
O -26.2356 -45.1998 10.2622 -2.224 1.416 -2.495
H -30.2615 -44.2927 8.5998 1.934 -0.048 -0.579
H -28.8987 -44.5910 7.3562 -0.035 0.566 1.499
H -29.0929 -42.9460 8.3250 0.350 -2.152 -0.123
H -29.8039 -44.9659 10.9291 -3.679 -1.817 -0.278
H -29.0117 -43.6114 11.4868 0.972 -1.163 -1.783
H -28.2564 -45.2147 11.5181 0.835 -0.682 0.421
H -26.5768 -44.8938 8.3901 0.345 0.517 -3.061
```
Forces are in eV/Å.

Computed properties:
Gap between HOMO and LUMO: 7.477 eV
E_HOMO: -8.90 eV
Structure (SMILES): O=[N+]([O-])c1ccccc1.O=[N+]([O-])c1ccccc1.O=[N+]([O-])c1ccccc1.CN(C)C=O.CN(C)C=O.CN(C)C=O.CN(C)C=O.CN(C)C=O.CN(C)C=O.CN(C)C=O
Energy above the lowest of the compared OMol25 structures with the same formula, charge and spin: 2079.6 kJ/mol
Energy: -82971.512 eV